1.
Here is a 6-piece molecular cluster, C26H68N4O9 overall at a distorted geometry from the OMol25 dataset. Energies are from ωB97M-V/def2-TZVPD.

For the HOMO energy, the calculation gives -8.77 eV. As for the HOMO-LUMO gap: 9.20 eV. The energy above the lowest of the compared OMol25 structures with the same formula, charge and spin comes out at 4.2 kJ/mol. As for the total charge: 0. As for the SMILES: COC[C@H](C)N.COCCNCCOC.COCCNCCOC.COCCNCCOC.CCO.CCO.

XYZ file:
```
107
Properties=species:S:1:pos:R:3:forces:R:3
C 3.2690 -7.4174 -2.7677 -0.584 0.599 0.470
C 2.8130 -5.9679 -2.9338 -0.113 -0.937 -2.551
O 1.5440 -5.8556 -2.3418 0.030 0.395 0.906
H 2.5979 -8.0733 -3.3224 0.038 0.103 -0.185
H 3.0684 -7.6530 -1.7225 0.687 -0.298 0.158
H 4.2909 -7.5810 -3.1098 -0.010 -0.015 0.356
H 2.6482 -5.8457 -4.0043 0.018 0.005 -0.520
H 3.5707 -5.1964 -2.7968 -0.038 0.074 1.332
H 1.1084 -5.0712 -2.6834 -0.064 0.140 0.037
C 0.1558 6.0009 -6.5780 1.782 2.031 0.587
C 0.0410 4.6098 -6.0763 -1.346 -0.101 0.239
O -1.3600 4.3709 -5.9359 -0.005 -0.900 -0.160
H 0.1877 6.7165 -5.7564 0.276 -0.088 0.379
H -0.6312 6.4934 -7.1491 -0.258 -1.030 -0.613
H 1.1127 6.0947 -7.0914 -0.036 0.375 -0.269
H 0.4324 4.4515 -5.0714 0.312 0.231 -0.136
H 0.5534 3.9327 -6.7597 -0.251 -0.420 -0.048
H -1.7041 4.6099 -6.7997 -0.480 -0.118 0.030
C -2.0801 -0.8487 7.0684 -0.567 0.202 0.117
O -1.7902 -2.1661 6.7249 1.826 -0.787 -0.776
C -0.5437 -2.2563 5.9909 0.239 -0.755 0.249
C -0.6612 -1.8693 4.5535 0.929 -0.237 -1.523
N -1.5185 -2.8248 3.8999 -0.511 -0.691 0.929
C -1.8197 -2.6417 2.5317 0.350 2.833 -1.554
C -2.2642 -3.8423 1.8568 -2.125 -2.690 -0.351
O -2.6266 -3.6872 0.5047 0.445 2.252 -0.710
C -3.1197 -4.8396 -0.0467 -0.181 -2.063 -0.058
H -1.2907 -0.4140 7.6816 0.034 0.147 0.122
H -3.0173 -0.9022 7.6224 0.074 0.274 0.103
H -2.2372 -0.2398 6.1781 0.017 0.269 -0.057
H -0.1915 -3.2873 5.9571 -0.847 -0.429 0.194
H 0.3465 -1.8308 6.4542 -0.437 1.064 0.541
H 0.2830 -2.0276 4.0323 0.672 -0.070 0.495
H -0.8134 -0.8199 4.3009 -0.842 0.429 0.418
H -2.3996 -2.8345 4.3936 -0.126 -0.252 0.228
H -1.0329 -2.2712 1.8746 0.969 0.158 0.624
H -2.5381 -1.8293 2.4233 -0.617 0.073 -0.280
H -3.2057 -4.1825 2.2880 -0.055 -0.400 0.837
H -1.5454 -4.6552 1.9599 0.297 -0.087 0.077
H -2.3302 -5.5907 -0.0224 0.083 -0.417 -0.188
H -3.5270 -4.8290 -1.0577 0.570 1.096 -0.231
H -3.9662 -5.2773 0.4823 -0.174 0.108 0.755
C -8.5574 0.5522 -5.5476 2.600 0.561 -0.517
O -7.6986 1.4099 -6.4385 -1.409 -0.021 0.111
C -7.7088 2.8149 -6.1763 1.122 -0.593 3.166
C -6.9391 3.2151 -4.8238 -2.248 -1.135 -0.310
N -7.7010 2.7757 -3.5728 2.345 1.071 -0.460
C -7.1529 3.4807 -2.3727 -0.229 -1.429 -0.484
C -5.6658 3.1743 -2.1513 -0.461 0.660 0.675
O -5.2904 3.6643 -0.8549 -0.139 -1.266 1.263
C -5.6227 2.7204 0.2464 0.396 0.547 -1.613
H -9.4640 1.0144 -5.1571 0.185 0.219 -0.172
H -7.8183 0.2996 -4.7873 -0.737 0.069 0.718
H -8.7527 -0.4027 -6.0356 -0.244 0.429 -0.587
H -8.7205 3.1659 -5.9729 -0.243 0.317 -0.930
H -7.0670 3.3505 -6.8758 -0.840 -0.280 -0.815
H -6.8083 4.2972 -4.8289 0.033 0.267 -0.053
H -5.9601 2.7481 -4.9312 0.004 -0.159 0.632
H -8.6866 2.9959 -3.5857 -0.083 0.141 -0.665
H -7.7494 3.0364 -1.5760 0.277 0.172 0.462
H -7.2993 4.5598 -2.3255 -0.047 0.243 -0.357
H -5.0166 3.7026 -2.8495 -0.151 0.159 -0.051
H -5.4695 2.1131 -2.3049 -0.018 -0.267 0.324
H -5.3249 1.7339 -0.1089 -0.194 -0.210 0.173
H -6.6833 2.7427 0.4965 -0.069 0.005 -0.165
H -5.0591 2.9239 1.1569 0.170 0.498 -0.349
C 11.3009 1.1508 6.4580 -0.678 0.106 -0.664
O 9.9898 0.6007 6.2660 0.525 -0.516 0.353
C 9.9990 -0.5264 5.3610 1.142 1.873 -0.925
C 8.6328 -1.0714 5.2295 -0.990 -0.596 0.250
N 7.7161 -0.1301 4.5705 -0.131 -0.599 0.121
C 6.3013 -0.5100 4.6348 -1.207 1.887 0.074
C 5.3101 0.6104 4.1382 0.236 -0.190 -0.071
O 5.3736 1.8358 4.8794 0.704 -0.105 -0.235
C 4.9178 3.0232 4.2328 0.778 -0.185 0.291
H 11.7093 1.3987 5.4783 0.261 0.030 -0.141
H 12.0013 0.4900 6.9688 -0.155 -0.317 0.090
H 11.2307 2.0843 7.0164 -0.288 -0.168 0.085
H 10.8219 -1.2021 5.5945 -0.380 -0.500 0.447
H 10.2549 -0.1296 4.3786 0.296 0.196 -0.366
H 8.3830 -1.3723 6.2469 -0.815 0.087 0.326
H 8.5933 -1.9895 4.6433 0.433 -0.125 -0.070
H 7.9113 0.8072 4.8921 -0.475 0.090 0.244
H 5.9014 -0.7653 5.6161 0.531 -0.191 0.558
H 6.0251 -1.3420 3.9870 0.560 -0.251 -0.146
H 4.2794 0.2641 4.2144 -0.127 -0.521 0.317
H 5.4387 0.6809 3.0581 0.479 0.857 -0.184
H 3.9173 2.8814 3.8241 0.017 0.243 -0.147
H 5.6447 3.4211 3.5248 -0.060 -0.681 -0.896
H 4.9745 3.8614 4.9272 -0.664 -0.425 0.686
C -0.3099 -0.1090 -4.6188 0.884 0.688 0.166
C 0.0237 -0.4105 -3.1473 -0.035 -0.381 -0.077
C -0.5104 0.6640 -2.2015 0.807 1.559 -0.944
O -0.1046 0.6293 -0.8357 0.174 -0.089 0.674
C 1.3168 0.9237 -0.5301 -1.446 -1.713 -1.579
N -0.3681 -1.7819 -2.8168 0.406 0.670 0.073
H -0.0524 -0.8796 -5.3455 0.189 -0.409 0.505
H 0.3608 0.7192 -4.8476 -0.372 0.361 -0.474
H -1.3371 0.1643 -4.8601 -0.125 0.180 0.477
H 1.0944 -0.2798 -2.9900 0.359 -0.631 -0.484
H -1.5706 0.8379 -2.3860 -0.459 -0.569 1.097
H -0.1253 1.6020 -2.6014 0.363 0.376 -0.291
H 1.5002 0.7020 0.5212 -0.378 0.502 -0.052
H 1.6575 1.8945 -0.8902 -0.300 0.208 0.285
H 1.8466 0.1509 -1.0871 0.607 0.152 0.053
H -1.3450 -1.8265 -3.0692 -0.340 -0.415 0.240
H -0.2973 -1.8121 -1.8097 -0.330 -0.552 0.366
```
Forces are in eV/Å.



2.
Here is C26H69F8NbO10P as an isolated structure at a distorted geometry from the OMol25 dataset. Energies are from ωB97M-V/def2-TZVPD.

For the HOMO energy, the calculation gives -3.57 eV. As for the HOMO-LUMO gap: 5.36 eV. As for the total charge: -1.

XYZ file:
```
115
Properties=species:S:1:pos:R:3:forces:R:3
C 7.3699 0.9461 0.1374 0.175 0.180 0.136
C 6.6806 0.0067 -0.8219 -0.155 1.369 0.086
F 7.1257 -1.3200 -0.5916 -0.307 -0.086 -0.111
Nb 4.4439 -0.0082 -1.2760 1.190 -1.530 -1.049
F 4.7834 -0.2595 -3.1066 0.298 -0.129 -0.495
C 3.8122 -2.1683 -1.1872 -0.958 0.392 0.221
C 3.0557 -2.6633 0.0538 -0.745 -0.684 -0.527
C 3.6410 -3.8003 0.8854 -0.168 -0.215 0.381
F 4.9474 -4.1879 0.5516 -0.204 0.289 0.068
P 2.0038 0.7828 -1.6081 0.934 -0.063 0.252
C 0.8352 -0.2430 -0.6136 -0.547 0.268 0.271
O 1.7756 2.3032 -0.9591 -0.218 0.219 0.079
C 4.0935 0.3560 1.0122 -0.158 0.157 0.592
F 2.7352 0.3759 1.3885 0.259 0.088 0.078
F 4.5164 1.6564 1.2674 -0.098 -0.257 0.024
C 4.7524 -0.5080 2.1533 -0.215 0.307 -0.096
F 3.8316 -1.2048 2.8686 0.093 -0.219 -0.130
F 5.4056 0.2328 3.0627 0.184 0.116 0.093
F 5.6306 -1.3838 1.6578 -0.162 -0.097 0.089
H 6.8759 1.0387 1.1028 0.030 -0.068 -0.002
H 7.4169 1.9385 -0.3280 -0.173 -0.239 0.205
H 8.4082 0.6275 0.3043 -0.075 -0.017 -0.026
H 7.0496 0.2739 -1.8275 -0.131 -0.257 0.057
H 4.7009 1.8113 -1.4703 -0.532 0.144 0.167
H 4.6542 -2.8107 -1.4797 0.171 0.315 0.262
H 3.1264 -2.2293 -2.0477 0.037 -0.085 0.019
H 2.7326 -1.8385 0.6899 0.529 -0.138 0.226
H 2.1013 -3.0771 -0.2909 0.217 0.217 0.001
H 3.6048 -3.5275 1.9434 0.385 -0.118 -0.056
H 3.0236 -4.7021 0.7769 0.211 0.053 -0.090
H 1.2628 -1.1333 -0.1601 -0.009 0.140 -0.225
H -0.0160 -0.5396 -1.2220 0.034 -0.123 -0.178
H 0.4174 0.3632 0.2010 0.278 0.040 -0.026
H 0.8656 2.3994 -0.6650 -0.072 0.027 -0.022
C -2.2821 -3.6443 -0.6149 -0.006 -0.061 0.347
C -1.1447 -3.8523 -1.5926 0.185 -0.389 0.111
O 0.1000 -3.4917 -1.0178 -0.042 -0.090 -0.076
H -2.3069 -2.6011 -0.2999 -0.015 -0.176 -0.018
H -3.2510 -3.8967 -1.0523 0.003 -0.034 -0.027
H -2.1357 -4.2654 0.2741 -0.047 -0.116 -0.021
H -1.2675 -3.2160 -2.4624 0.505 -0.703 0.682
H -1.1131 -4.8977 -1.9286 -0.037 -0.059 0.001
H 0.2549 -4.0445 -0.2448 -0.005 0.065 0.104
C -0.2759 -2.7368 4.5190 -0.020 -0.108 -0.131
C 0.7627 -3.5530 3.7651 0.035 0.317 0.068
O 0.9684 -3.0359 2.4600 -0.167 -0.096 -0.050
H -1.2115 -2.7236 3.9574 -0.035 -0.005 0.031
H -0.4702 -3.1401 5.5142 0.037 -0.001 0.012
H 0.0681 -1.7057 4.6222 0.007 -0.001 0.079
H 0.4393 -4.5849 3.6304 -0.024 -0.011 0.025
H 1.7059 -3.5608 4.3232 0.009 -0.078 -0.011
H 1.2693 -2.1224 2.5350 0.166 0.011 -0.103
C -2.9421 -0.8493 -4.3525 -0.040 0.039 -0.045
C -2.6354 -1.9490 -3.3508 -0.416 0.738 -0.160
O -2.0401 -1.4170 -2.1847 -0.291 0.393 -0.502
H -2.0289 -0.3163 -4.6170 0.028 -0.023 0.011
H -3.3922 -1.2484 -5.2656 -0.011 -0.017 0.017
H -3.6339 -0.1307 -3.9063 -0.048 -0.014 -0.054
H -1.9292 -2.6651 -3.7711 -0.217 0.187 -0.281
H -3.5574 -2.4900 -3.0899 0.042 -0.094 -0.102
H -2.6501 -0.7776 -1.7957 0.196 0.382 0.082
C -1.9956 0.6466 3.0696 -0.006 0.057 -0.117
C -2.8601 0.1934 1.9082 0.115 -0.268 0.137
O -2.0884 -0.1068 0.7485 -0.098 -0.204 0.604
H -1.4186 1.5300 2.7900 0.000 0.021 0.017
H -2.5985 0.8870 3.9452 0.011 -0.012 0.020
H -1.2835 -0.1350 3.3409 -0.021 -0.015 0.031
H -3.5585 0.9802 1.6197 -0.090 -0.008 -0.027
H -3.4416 -0.6931 2.1903 -0.112 0.123 0.039
H -1.4782 -0.8136 0.9871 0.235 0.018 -0.181
C -2.9118 3.7421 -1.5178 0.034 -0.038 -0.057
C -3.5024 2.3472 -1.6218 0.246 -0.062 0.213
O -2.5646 1.3458 -1.2555 -0.388 0.561 -0.621
H -2.0295 3.8235 -2.1522 0.002 0.016 -0.021
H -3.6346 4.5022 -1.8202 -0.018 0.027 0.003
H -2.6026 3.9535 -0.4914 -0.032 0.016 0.033
H -3.7951 2.1311 -2.6492 -0.040 -0.024 -0.049
H -4.3949 2.2635 -0.9876 0.631 -0.051 -0.615
H -2.2937 1.4943 -0.3435 0.140 -0.390 -0.020
C -6.5761 2.2930 0.0037 -0.119 0.156 0.264
C -6.8072 1.3074 1.1336 -0.075 0.197 0.037
O -6.3374 1.8237 2.3802 0.055 -0.153 -0.136
H -5.5142 2.5249 -0.0794 -0.573 0.052 0.329
H -6.9155 1.8914 -0.9510 -0.009 -0.014 0.061
H -7.1106 3.2284 0.1961 -0.046 -0.025 -0.030
H -6.2575 0.3859 0.9505 0.016 -0.027 0.058
H -7.8723 1.0650 1.2207 0.025 -0.106 -0.074
H -6.8214 2.6358 2.5510 0.007 0.077 0.076
C -7.0888 -1.0145 -4.5961 0.126 0.061 0.011
C -6.9854 -1.1325 -3.0873 -0.114 0.104 -0.027
O -6.2095 -0.0865 -2.5133 0.061 -0.073 0.036
H -6.0936 -1.0173 -5.0407 0.010 -0.025 -0.015
H -7.6644 -1.8399 -5.0168 -0.016 -0.008 0.013
H -7.5779 -0.0786 -4.8776 -0.044 -0.017 -0.003
H -6.4822 -2.0569 -2.8076 0.000 -0.012 0.024
H -7.9871 -1.1411 -2.6401 0.032 -0.084 0.011
H -6.6262 0.7532 -2.7265 0.017 0.016 -0.089
C 11.0432 2.6686 -3.2888 -0.119 0.039 -0.025
C 10.3504 2.3118 -1.9841 0.021 -0.187 -0.039
O 8.9892 1.9662 -2.1626 0.217 0.241 -0.264
H 10.5255 3.4960 -3.7748 0.012 0.023 -0.002
H 12.0829 2.9548 -3.1195 0.009 -0.012 0.017
H 11.0299 1.8188 -3.9752 0.038 -0.016 0.011
H 10.3512 3.1645 -1.3056 0.015 -0.002 0.032
H 10.8825 1.4875 -1.4934 0.043 0.070 0.061
H 8.9422 1.2001 -2.7416 -0.076 -0.078 0.008
C -2.4648 4.9520 5.1042 0.096 -0.099 0.009
C -3.3679 3.7355 5.0208 -0.023 0.048 0.133
O -2.8451 2.6204 5.7324 -0.002 -0.028 -0.063
H -1.4743 4.7128 4.7177 0.005 0.013 -0.032
H -2.8732 5.7848 4.5301 -0.018 0.000 -0.002
H -2.3483 5.2770 6.1409 -0.037 0.031 0.002
H -3.4709 3.4008 3.9892 -0.027 -0.011 -0.013
H -4.3673 3.9807 5.3990 -0.031 -0.001 -0.085
H -2.7532 2.8629 6.6574 0.024 0.032 0.057
```
Forces are in eV/Å.



no.,LUMO (hartree),energy (eV)
1,0.0158,-52443.36485
2,0.0657,-81130.99470